1.
Computed, not measured: the molecule C5H11N at a distorted geometry, with ωB97M-V/def2-TZVPD.

The molecular weight comes out at 85.150 g/mol. The SMILES is C[C@H]1CC[C@@H]1N.

```
17
Properties=species:S:1:pos:R:3:forces:R:3
C -2.0836 -0.6773 0.1750 2.3616 0.7558 -0.5643
C -0.7149 -0.1639 -0.1977 0.7881 3.6052 1.0070
C -0.4205 1.4292 -0.2958 -0.1076 -0.5995 -0.8082
C 0.9875 1.1528 0.2452 2.6872 0.5935 -1.6020
C 0.7792 -0.3497 0.4930 -4.7098 1.9917 1.1164
N 1.5029 -1.1996 -0.2265 4.5472 -4.3407 -4.2447
H -1.9003 -1.6761 0.0403 -0.1690 -3.1789 0.7153
H -2.4249 -0.3954 1.1252 -0.6110 0.2684 1.1955
H -2.7376 -0.5180 -0.6208 -1.4933 1.0548 -1.0644
H -0.4454 -0.4668 -1.1685 -0.1417 -0.8341 -1.3489
H -0.5436 1.9301 -1.3136 0.3778 -0.9096 1.1094
H -0.9691 2.0784 0.3731 -0.3363 -0.1579 0.4349
H 1.3456 1.8446 1.0169 -0.3579 -0.5592 0.4098
H 1.8828 1.2046 -0.4829 -1.5298 0.1736 0.4797
H 0.8538 -0.6841 1.4978 -0.5149 0.0649 1.2582
H 1.6526 -1.0203 -1.2398 -0.3642 0.2806 1.2106
H 1.4805 -2.2465 -0.1607 -0.4264 1.7914 0.6957
```
Positions in Å, forces in eV/Å.



2.
Computed, not measured: a cluster of 3 separate species, C22H55ClN6O7P4S in total at a distorted geometry, with ωB97M-V/def2-TZVPD.

The molecular weight comes out at 707.133 g/mol.

```
96
Properties=species:S:1:pos:R:3:forces:R:3
C 3.3520 -1.6003 1.4839 -0.0602 -0.0979 -1.1048
C 3.6477 -0.8698 0.1241 -0.0729 0.1250 1.3234
C 2.6278 0.2332 -0.2093 -0.7245 -0.5467 -0.5906
C 1.2029 -0.3237 -0.4824 0.2678 -0.0339 0.4242
C 0.3493 0.6685 -1.3081 0.5749 -0.9491 -0.3317
C -1.0887 0.1922 -1.5419 -0.7739 -1.1233 0.1671
Cl -1.2830 -1.6331 -1.5757 2.6644 0.4146 -1.3655
O -1.5379 0.5604 -2.8504 0.2124 1.5026 0.3338
C -2.3278 1.6789 -2.7037 -0.1831 -3.3548 3.1509
O -2.3911 2.6200 -3.3520 -0.1471 2.6414 -2.7451
O -3.0709 1.5087 -1.5484 0.4877 0.1291 -0.3268
C -2.3014 0.7387 -0.5881 -1.0422 0.4202 -0.7397
P -3.3104 -0.7756 -0.1745 -1.2885 -1.1795 1.4840
C -4.9687 -0.7949 -1.0095 -0.4426 0.6838 0.3050
C -3.4714 -1.1069 1.6549 -0.4884 0.1833 -0.1216
P -1.9449 1.9792 0.7552 0.6884 0.2839 0.8992
O -3.2894 2.0926 1.6530 0.4599 0.3261 -1.0329
O -1.8221 3.4280 0.0226 -0.3547 -1.2184 0.0489
S -0.4666 1.5570 1.9164 -0.0113 -0.1225 -0.1106
H 3.6388 -2.6566 1.3665 -0.0568 0.3139 0.3007
H 2.2653 -1.5812 1.6471 0.3899 -0.0341 0.3844
H 3.9176 -1.1747 2.3201 -0.3823 0.0012 -0.1232
H 4.6311 -0.3814 0.2243 -0.1652 -0.3939 -0.3874
H 3.6696 -1.6546 -0.6460 0.0787 0.5421 -0.0968
H 2.5265 0.9729 0.6016 0.3923 -0.0659 -0.3491
H 2.9525 0.7085 -1.1530 0.0069 0.2056 0.5026
H 0.7009 -0.5734 0.4658 0.1120 0.2132 -0.3012
H 1.2839 -1.2821 -1.0195 -0.0368 0.4285 -0.0468
H 0.8286 0.7233 -2.3010 -0.3381 0.0418 0.2221
H 0.4018 1.6879 -0.8926 -0.2381 -0.3364 0.0630
H -4.9723 -1.6170 -1.7399 0.2158 0.3282 0.1943
H -5.2426 0.1359 -1.5268 0.1401 -0.2216 0.1802
H -5.7652 -1.0186 -0.2809 0.3198 0.1603 -0.0965
H -2.9615 -2.0583 1.8704 0.0520 0.4198 -0.1978
H -4.5404 -1.2962 1.8557 0.3474 0.3764 0.1296
H -3.0593 -0.3288 2.3071 -0.2941 -0.1997 -0.1119
H -2.9724 2.3215 2.5450 -0.1530 -0.1068 -0.1563
H -1.1280 3.4013 -0.6592 -0.0116 0.3375 0.2379
O 0.2854 -5.2284 2.6560 -2.6183 2.2194 0.9121
P -0.8981 -6.1791 2.7383 3.4959 -5.5037 -1.5131
N -0.2338 -7.2632 3.9141 -0.2439 -0.5075 0.5821
C 1.0493 -7.9099 3.6867 0.2455 -0.0079 -0.4560
C -0.2261 -6.6518 5.2440 -0.3071 0.2108 -0.0498
N -0.8141 -6.7352 1.0988 -0.4763 0.6903 -1.1957
C -0.1711 -7.9601 0.6861 -0.2250 -0.3752 0.3233
C -0.5885 -5.6913 0.1033 0.3536 0.2076 0.2525
N -2.4303 -6.9822 2.8771 -0.6873 2.4695 0.5019
C -2.7075 -8.2694 3.4842 0.1578 -0.0401 0.8970
C -3.5303 -6.4537 2.0845 0.0119 0.0934 -0.0812
H 1.3669 -8.4489 4.5820 -0.1718 0.1770 0.1348
H 1.8440 -7.2040 3.4192 0.0295 0.0089 0.0191
H 0.9801 -8.6719 2.9117 -0.0286 0.1379 -0.0968
H -1.1928 -6.1844 5.4570 0.0109 0.0206 -0.0371
H 0.5476 -5.8793 5.3310 -0.0135 0.0047 0.0414
H -0.0592 -7.4077 6.0144 0.0350 -0.0728 -0.0955
H 0.9241 -7.8921 0.7418 0.0352 -0.0769 -0.0248
H -0.4396 -8.2010 -0.3465 -0.0296 0.1822 -0.0144
H -0.5091 -8.8126 1.2783 0.0924 0.0509 0.1381
H 0.4736 -5.4247 0.0241 -0.0228 0.1177 -0.0680
H -1.1440 -4.7878 0.3602 0.1095 0.0249 0.0084
H -0.9414 -6.0112 -0.8808 -0.0223 -0.1976 0.0858
H -2.1200 -9.0715 3.0324 0.1077 0.0788 0.0228
H -3.7621 -8.5329 3.3696 -0.0184 0.3180 -0.2139
H -2.5188 -8.2603 4.5577 0.0911 -0.1354 -0.0442
H -3.6950 -7.0618 1.1886 0.0195 0.0053 0.0035
H -3.3246 -5.4308 1.7638 0.0410 -0.0443 -0.0622
H -4.4570 -6.4214 2.6640 0.0272 -0.0005 0.0116
O 1.5897 5.1350 -1.0670 -3.4147 0.6670 0.9507
P 1.3299 6.4121 -1.8558 5.9970 0.2573 -3.0130
N 1.6564 5.7705 -3.4301 -0.1449 0.1480 -0.7457
C 2.9267 5.1273 -3.7275 0.4148 0.0355 0.3048
C 0.5691 4.8958 -3.8597 -0.3581 0.1465 0.1941
N 2.6170 7.3380 -1.1593 -0.0117 0.5739 1.3510
C 3.9133 7.5153 -1.7698 -0.1090 0.1723 -0.5149
C 2.7594 7.2104 0.2892 -0.0217 -0.4543 -0.0300
N 0.7409 7.8721 -2.5830 -2.0001 -0.6911 1.4947
C 0.9212 8.3193 -3.9505 -0.4073 -0.5370 -0.6517
C 0.2271 8.8988 -1.6885 -0.0073 -0.0015 0.1362
H 2.8980 4.6707 -4.7194 -0.2827 0.0003 0.0392
H 3.1917 4.3464 -3.0049 0.0044 -0.0372 -0.0017
H 3.7388 5.8512 -3.7766 -0.0321 0.0110 0.1698
H -0.4000 5.3705 -3.6754 -0.0027 -0.0282 0.0304
H 0.5850 3.9411 -3.3175 -0.0557 -0.0481 -0.0623
H 0.6256 4.6931 -4.9309 0.1285 0.0367 0.0146
H 4.5194 6.5999 -1.7282 0.0744 0.0159 -0.0391
H 4.4682 8.3078 -1.2596 -0.1127 -0.0426 0.1438
H 3.8292 7.8442 -2.8073 -0.0508 -0.1567 -0.0509
H 3.3156 6.3066 0.5700 -0.0324 0.0051 0.1106
H 1.7818 7.1662 0.7711 0.0427 -0.0919 -0.0017
H 3.2776 8.0808 0.7001 0.0403 0.0465 -0.1858
H 1.9763 8.3907 -4.2231 0.0107 -0.1300 0.0508
H 0.4784 9.3078 -4.0965 -0.0642 -0.0140 0.3817
H 0.4205 7.6620 -4.6613 0.1523 0.0055 -0.0661
H 0.9660 9.6932 -1.5394 0.0094 -0.0210 -0.0069
H -0.0176 8.4789 -0.7114 0.0783 0.0136 0.0072
H -0.6927 9.3414 -2.0798 0.0114 -0.0313 -0.0068
```
Positions in Å, forces in eV/Å.



3.
Computed, not measured: a structure of composition C34H70BCl2F6N2O22PtS2 at a distorted geometry, with ωB97M-V/def2-TZVPD.

The molecular weight comes out at 1313.844 g/mol. As for the total charge: +1. As for the expectation value of S²: 2.041. The spin multiplicity is 3.

```
140
Properties=species:S:1:pos:R:3:forces:R:3
C -8.0986 2.6559 -20.2446 -0.2017 0.0781 1.0509
C -8.2735 2.8493 -21.7040 0.0465 -1.2147 -1.6860
C -9.3088 3.9416 -22.0082 0.5181 0.1830 -1.6961
N -9.8304 3.9965 -23.4814 1.1838 0.0649 -0.7106
C -10.9549 5.0243 -23.6552 1.0195 0.3045 0.7425
C -11.2801 5.4268 -25.1130 0.6906 -0.6096 1.6501
C -10.0244 5.9451 -25.8225 -1.0630 -0.2309 -0.0053
C -9.0185 4.7873 -25.8845 0.0444 0.7378 -1.3315
C -8.5949 4.3927 -24.5076 -0.9280 -0.7252 1.9521
C -10.3274 2.6272 -23.8215 0.1156 -0.2217 -1.0169
H -7.2060 2.1027 -19.9524 0.0200 0.0408 -0.3279
H -8.9540 2.0433 -19.9597 -0.0229 0.3844 0.8398
H -8.0538 3.6259 -19.7493 -0.2090 -0.1598 0.4227
H -8.5921 1.8703 -22.0622 -0.5093 0.0240 -0.2537
H -7.3067 2.8942 -22.2054 0.0074 1.0747 -0.1642
H -8.8166 4.9052 -21.8768 -0.4751 0.1574 0.4501
H -10.2387 3.7998 -21.4575 0.2901 0.2048 0.4241
H -10.6282 5.9384 -23.1593 0.4808 0.0231 0.0735
H -11.7627 4.6997 -22.9994 -0.3724 -0.3732 -0.5575
H -11.9821 6.2372 -24.9164 -0.4756 -0.2616 -0.7516
H -11.6591 4.5380 -25.6175 -0.5636 0.4629 -0.3248
H -9.6985 6.8540 -25.3167 0.5607 -0.1977 0.2879
H -10.3692 6.3277 -26.7831 0.3943 -0.4069 -0.3304
H -8.1352 5.0595 -26.4623 0.5126 0.5522 0.5449
H -9.3366 4.0366 -26.6080 -0.7545 -0.6412 0.7238
H -8.1121 5.2606 -24.0583 -0.2283 0.0170 0.3158
H -7.9217 3.5485 -24.3583 -0.0776 0.0240 -0.5386
H -11.0423 2.7202 -24.6390 0.1736 -0.1469 -0.0073
H -10.8017 2.0556 -23.0237 -0.0729 0.7114 0.3946
H -9.4793 2.0172 -24.1324 -0.1102 0.1158 -0.1889
Pt -15.8576 8.1358 -14.4122 -0.2452 0.2486 1.0931
N -18.4085 8.1050 -17.4218 -1.5609 0.9894 -0.9715
S -18.5473 7.3325 -18.7747 3.7830 -6.7202 -6.2129
O -18.4099 8.0558 -20.0527 -0.9177 -0.9769 3.6028
O -19.4627 6.1858 -18.6926 0.5527 2.6312 0.3249
F -17.1604 6.4617 -18.7385 -0.9929 1.6647 0.4181
S -19.8026 9.0186 -17.7445 -5.6749 6.2121 3.9192
O -21.0868 8.3671 -17.8302 2.3716 -0.8955 -0.8614
O -19.6922 10.2677 -18.4693 1.5530 -2.4552 0.1787
F -19.9020 9.5463 -16.2508 0.8955 -0.4468 -0.3751
B -16.7190 9.1334 -10.3057 0.7164 0.1200 2.4047
F -17.3629 8.4631 -9.2950 -0.9724 -0.4551 0.7701
F -15.6667 8.4125 -10.7167 3.5709 -2.7486 -1.3051
F -17.4576 9.2433 -11.4034 -3.0125 0.9733 -3.3209
F -16.1963 10.3090 -9.8438 -0.0979 1.8785 0.4247
C -22.9983 15.1957 -15.9811 -0.5110 0.7359 0.5613
Cl -23.4250 14.9519 -14.2225 0.3079 -0.3047 -1.2870
Cl -23.4560 16.8778 -16.4053 0.4092 -0.2797 -0.0764
H -21.9269 15.0425 -16.1107 -0.2431 0.1656 0.1472
H -23.5807 14.5950 -16.6797 0.0291 -0.3189 0.6609
C -30.9922 13.3869 -14.8547 -1.1799 0.1104 -0.2391
C -29.6886 12.8121 -15.3337 1.3957 2.0507 0.4611
O -29.5878 11.4581 -15.3325 -1.2208 -3.2224 0.4664
C -28.5017 10.8451 -15.7988 0.9426 1.7242 -0.3129
O -27.3866 11.2994 -15.8903 -0.2684 -0.0224 0.2641
O -28.9092 9.7029 -16.2393 -1.6036 -2.4647 -0.3240
C -28.0800 8.6716 -16.7117 0.9195 -0.3051 -1.0038
H -31.5504 12.8318 -14.1008 0.5186 -0.3801 0.1466
H -31.7162 13.5167 -15.6591 0.0746 0.0114 -0.1777
H -30.8168 14.3725 -14.4236 0.1083 0.0138 -0.1200
H -28.9285 13.1485 -14.6285 0.3703 0.5964 -0.3822
H -29.4596 13.0815 -16.3647 0.0760 0.9293 0.1344
H -27.3979 9.0399 -17.4779 0.5518 0.3195 0.5118
H -28.6330 7.9426 -17.3041 -0.8374 0.2299 0.4746
H -27.5860 8.1091 -15.9195 0.1644 0.4119 0.0905
C -15.9631 12.9036 -31.7761 -0.7563 0.3206 -0.3744
C -16.2878 11.9456 -30.6149 0.7002 -0.6022 -0.6000
O -16.8467 12.5887 -29.4628 -0.2736 -0.2791 1.6932
C -17.1231 11.8560 -28.3180 1.4930 -1.5509 -0.1755
O -17.2420 10.6248 -28.2311 0.0450 3.3631 -0.3479
O -17.0581 12.7301 -27.2623 -0.2231 -0.4019 -1.5140
C -17.1724 12.2041 -25.9499 -0.3081 0.1161 0.6775
H -16.3040 13.9315 -31.6521 -0.4516 -0.1705 0.1929
H -16.4280 12.4774 -32.6651 -0.1546 0.3103 -0.0994
H -14.9167 13.0300 -32.0538 0.2102 -0.4360 0.5890
H -15.3148 11.4884 -30.4357 -0.1456 -0.2553 0.9835
H -16.9455 11.1370 -30.9340 -0.1391 0.1875 -0.0013
H -16.2280 11.8147 -25.5697 -0.0289 -0.7261 -0.5453
H -18.0298 11.5345 -25.8809 0.3909 -0.3076 0.0573
H -17.3368 13.0173 -25.2430 -0.3644 0.4358 -0.5273
C -24.1918 11.6306 -22.7045 0.6004 -0.0024 -0.0556
C -23.2186 12.5157 -23.5671 -0.6018 -1.9024 0.8518
O -24.0148 13.6083 -23.9049 -0.1263 2.4636 -2.1008
C -23.5965 14.5326 -24.8624 -2.5105 1.0990 1.3290
O -24.3113 15.4595 -25.2263 1.0750 -2.0781 0.8056
O -22.3478 14.3710 -25.2238 0.0992 -1.0581 -0.2964
C -21.8300 15.4447 -25.9769 1.0829 1.0025 -0.3719
H -23.8125 10.6521 -22.4099 0.7055 0.1792 0.0618
H -25.1399 11.3405 -23.1574 0.0540 0.6576 -0.5542
H -24.4216 12.1879 -21.7964 -0.0392 -0.0383 -0.0025
H -22.8302 12.0111 -24.4517 -0.1778 -0.1270 -0.0658
H -22.3569 12.8083 -22.9671 0.0038 0.1330 0.1054
H -22.4720 15.9075 -26.7264 -0.4616 -0.5141 0.2614
H -20.9446 15.0762 -26.4949 0.0352 -0.0029 0.2912
H -21.5811 16.2132 -25.2451 0.2692 0.1857 -0.2619
C -14.9683 15.5234 -13.3230 -1.4173 -1.2676 0.1130
C -16.3570 14.9327 -13.8072 1.5584 1.7208 -0.6072
O -16.3101 14.7357 -15.2522 0.9671 -2.2088 -0.6298
C -15.6119 13.6385 -15.7579 -1.2122 -0.6582 4.7281
O -15.3982 12.5974 -15.0612 -0.2739 3.3172 -3.3738
O -15.2815 13.9670 -16.9884 -0.5362 1.1148 1.3119
C -14.5193 13.0912 -17.6906 1.3797 -1.8917 -2.0641
H -14.6054 16.3533 -13.9293 -0.4905 0.1274 0.1061
H -14.1634 14.7891 -13.2908 -0.2036 -0.2307 0.0443
H -15.2267 15.8019 -12.3013 0.5919 0.4146 0.0927
H -17.0521 15.7704 -13.7516 -0.1585 -0.1832 0.1232
H -16.7490 14.1243 -13.1901 0.3464 -0.3547 -0.4876
H -14.1972 13.5556 -18.6226 -0.5665 0.2128 -0.0915
H -15.1211 12.2100 -17.9126 0.2586 -0.2514 -0.1477
H -13.5579 12.7954 -17.2707 -0.2600 -0.0172 0.8509
C -20.2722 0.3099 -21.0006 0.4570 -0.2962 0.3068
C -20.0530 -0.0936 -22.4758 -0.1992 1.1783 0.8740
O -19.5762 1.0529 -23.2537 1.1694 0.9253 0.1720
C -18.2994 1.5225 -23.0177 0.2984 -2.2040 -0.3859
O -17.4900 0.9414 -22.3026 -1.4598 1.7272 -1.1885
O -17.9524 2.5684 -23.8288 1.4265 -2.3161 1.3975
C -18.8714 3.2651 -24.5760 -2.8612 0.9074 -0.0513
H -19.4298 0.8478 -20.5658 0.3208 -0.1317 -0.3747
H -20.3566 -0.5879 -20.3882 -0.1371 -0.1450 -0.0824
H -21.1263 0.9392 -20.7504 -0.2870 -0.1275 -0.6886
H -21.0114 -0.3341 -22.9358 0.1756 0.0196 -0.1029
H -19.3795 -0.9442 -22.5803 0.1573 0.2624 0.0422
H -18.4149 3.9281 -25.3110 0.3674 0.0583 0.6153
H -19.5075 3.7369 -23.8271 0.0389 1.1375 -0.3325
H -19.6489 2.7265 -25.1178 0.5584 -0.9750 -0.2002
C -16.0597 0.0654 -15.9840 -0.2189 1.7794 0.3643
C -15.6834 1.2629 -14.9859 -1.5822 -1.3468 -1.2365
O -16.9789 1.4653 -14.3257 0.1192 0.1799 0.0143
C -17.5134 2.6888 -14.1568 1.0704 -0.2379 0.9761
O -16.8626 3.7171 -14.2133 -1.2255 -0.3093 -0.4339
O -18.7876 2.4927 -13.7637 -0.4667 0.8925 -0.8402
C -19.6873 3.6566 -13.6516 0.7223 -0.0967 0.1624
H -16.4670 -0.7966 -15.4556 0.7509 -0.1290 0.1192
H -15.3163 -0.1241 -16.7583 0.3313 -0.3914 0.5048
H -16.9273 0.3988 -16.5534 -0.0644 0.3375 -0.0245
H -15.3964 2.1700 -15.5178 -0.0384 -0.0776 0.0517
H -14.9044 0.9769 -14.2792 -0.3202 0.1134 0.2095
H -19.3075 4.2629 -12.8292 -0.2296 0.1693 -0.1850
H -20.7161 3.3468 -13.4675 0.4355 -0.7104 0.4017
H -19.7929 4.2271 -14.5743 0.7387 -0.0299 -0.1253
```
Positions in Å, forces in eV/Å.



| no. | E_tot (Eh) |
| --- | --- |
| 1 | -251.7770 |
| 2 | -3950.1150 |
| 3 | -5561.8227 |